No. 1
{
  "formula": "C28H26N5NiPS",
  "method": "the ωB97M-V functional and the def2-TZVPD basis",
  "multiplicity": 3,
  "mol_weight_g_mol": 554.3,
  "orbital_gap_ev": [3.230, 3.906],
  "e_tot_ev": -98072.5513,
  "max_force_ev_per_a": 0.30,
  "total_charge": -2,
  "de_lowest_kj_mol": 256.5,
  "species": ["Ni", "N", "C", "S", "N", "N", "C", "C", "C", "C", "C", "C", "N", "H", "H", "H", "H", "H", "H", "H", "C", "P", "C", "C", "C", "C", "C", "C", "C", "C", "C", "C", "C", "C", "H", "H", "H", "H", "H", "H", "H", "H", "H", "H", "H", "H", "H", "C", "C", "C", "C", "C", "C", "C", "H", "H", "H", "H", "H", "N", "C", "H"],
  "xyz": [[0.79, 0.40, -0.50], [-1.98, 4.06, -0.69], [-1.16, 2.93, -0.47], [0.36, 2.90, -1.30], [-1.64, 2.05, 0.34], [-0.85, 0.94, 0.60], [-1.30, 0.24, 1.62], [-0.82, -0.95, 2.16], [-1.56, -1.52, 3.24], [-1.33, -2.76, 3.76], [-0.31, -3.54, 3.09], [0.44, -2.98, 2.13], [0.36, -1.64, 1.73], [-1.88, 4.38, -1.65], [-2.95, 3.83, -0.49], [-2.20, 0.63, 2.10], [-2.37, -0.91, 3.63], [-1.92, -3.16, 4.57], [-0.17, -4.60, 3.32], [1.19, -3.56, 1.60], [0.95, -2.11, -2.85], [-0.21, -0.81, -2.24], [-0.70, 0.02, -3.79], [-1.59, 1.09, -3.66], [-1.99, 1.82, -4.76], [-1.50, 1.52, -6.02], [-0.59, 0.48, -6.17], [-0.20, -0.26, -5.06], [-1.68, -1.89, -1.98], [-2.61, -2.20, -2.97], [-3.68, -3.05, -2.70], [-3.82, -3.61, -1.43], [-2.89, -3.31, -0.45], [-1.83, -2.46, -0.72], [0.53, -2.74, -3.64], [1.21, -2.72, -1.99], [1.86, -1.63, -3.20], [-1.93, 1.36, -2.66], [-2.68, 2.65, -4.63], [-1.81, 2.10, -6.88], [-0.19, 0.25, -7.15], [0.51, -1.07, -5.20], [-2.51, -1.77, -3.96], [-4.40, -3.27, -3.48], [-4.65, -4.27, -1.22], [-2.98, -3.73, 0.55], [-1.14, -2.21, 0.07], [1.26, -1.15, 0.77], [2.60, -1.65, 0.93], [3.50, -1.73, -0.18], [4.81, -2.14, -0.05], [5.34, -2.49, 1.20], [4.49, -2.41, 2.31], [3.18, -2.01, 2.19], [3.12, -1.46, -1.15], [5.43, -2.18, -0.93], [6.37, -2.81, 1.30], [4.87, -2.66, 3.30], [2.57, -1.95, 3.08], [3.32, 1.49, -1.81], [2.40, 0.91, -1.31], [3.57, 2.46, -1.87]]
}

***

No. 2
{
  "formula": "C28H26N5TeV",
  "method": "the ωB97M-V functional and the def2-TZVPD basis",
  "multiplicity": 4,
  "mol_weight_g_mol": 611.1,
  "orbital_gap_ev": [7.395, 7.363],
  "e_tot_ev": -69883.9153,
  "max_force_ev_per_a": 0.64,
  "total_charge": 1,
  "species": ["V", "C", "C", "C", "C", "C", "N", "C", "C", "C", "C", "C", "C", "C", "N", "C", "C", "C", "N", "C", "C", "N", "C", "C", "C", "N", "H", "H", "H", "H", "H", "H", "H", "H", "H", "H", "H", "H", "H", "H", "H", "H", "H", "H", "C", "Te", "C", "C", "C", "C", "C", "C", "C", "H", "H", "H", "H", "H", "H", "H", "H"],
  "xyz": [[-0.38, -0.05, -0.37], [3.89, 3.60, 3.30], [2.83, 3.15, 2.34], [1.54, 3.67, 2.39], [0.55, 3.23, 1.53], [0.81, 2.27, 0.54], [-0.22, 1.84, -0.32], [-1.03, 2.80, -0.95], [-0.52, 4.07, -1.22], [-1.27, 5.05, -1.85], [-2.58, 4.80, -2.24], [-3.41, 5.84, -2.93], [-3.09, 3.54, -1.99], [-2.34, 2.53, -1.37], [-3.02, 1.26, -1.18], [-4.30, 0.99, -1.51], [-4.63, -0.25, -1.01], [-3.48, -0.68, -0.37], [-2.50, 0.21, -0.47], [2.11, 1.75, 0.50], [3.09, 2.18, 1.39], [2.51, 0.77, -0.47], [3.70, 0.65, -1.09], [3.64, -0.45, -1.91], [2.36, -0.95, -1.73], [1.67, -0.22, -0.86], [3.61, 4.52, 3.80], [4.84, 3.77, 2.80], [4.07, 2.84, 4.08], [1.29, 4.42, 3.14], [-0.45, 3.64, 1.59], [0.50, 4.29, -0.94], [-0.82, 6.02, -2.04], [-3.09, 6.85, -2.65], [-4.47, 5.74, -2.68], [-3.32, 5.76, -4.02], [-4.11, 3.35, -2.29], [-4.89, 1.68, -2.08], [-5.58, -0.75, -1.10], [-3.32, -1.59, 0.19], [4.07, 1.72, 1.35], [4.48, 1.37, -0.91], [4.42, -0.82, -2.55], [1.88, -1.80, -2.20], [-1.32, -3.53, -1.34], [-0.67, -2.74, 0.54], [0.97, -4.05, 0.20], [0.34, -5.20, -0.54], [0.84, -6.49, -0.44], [0.22, -7.53, -1.13], [-0.90, -7.28, -1.91], [-1.41, -5.99, -2.00], [-0.80, -4.95, -1.31], [-0.84, -2.96, -2.14], [-2.40, -3.44, -1.45], [1.41, -4.34, 1.15], [1.72, -3.51, -0.39], [1.71, -6.69, 0.18], [0.61, -8.53, -1.04], [-1.38, -8.09, -2.43], [-2.29, -5.80, -2.60]]
}

***

No. 3
{
  "formula": "C28H26O4PRbS3",
  "method": "the ωB97M-V functional and the def2-TZVPD basis",
  "multiplicity": 1,
  "mol_weight_g_mol": 639.2,
  "orbital_gap_ev": 3.978,
  "e_tot_ev": -80100.6883,
  "max_force_ev_per_a": 1.11,
  "total_charge": -2,
  "de_lowest_kj_mol": 0.0,
  "species": ["Rb", "S", "C", "C", "C", "C", "C", "C", "S", "H", "H", "H", "H", "O", "S", "O", "O", "C", "C", "C", "C", "C", "C", "P", "C", "C", "C", "C", "C", "C", "C", "C", "C", "C", "C", "C", "H", "H", "H", "H", "H", "H", "H", "H", "H", "H", "H", "H", "H", "H", "C", "C", "C", "O", "C", "H", "H", "H", "H", "H", "H", "H", "H"],
  "xyz": [[-0.56, 0.67, -0.14], [2.67, 0.69, -0.43], [2.94, 2.38, 0.00], [4.06, 2.65, 0.80], [4.44, 3.92, 1.19], [3.68, 5.00, 0.76], [2.56, 4.77, -0.02], [2.14, 3.48, -0.41], [0.68, 3.42, -1.40], [4.65, 1.79, 1.11], [5.32, 4.06, 1.80], [3.95, 6.02, 1.03], [1.95, 5.60, -0.35], [-4.65, 0.70, 1.75], [-3.27, 0.27, 1.63], [-2.27, 1.33, 1.74], [-3.01, -0.62, 0.50], [-3.00, -0.72, 3.12], [-4.11, -1.41, 3.57], [-4.08, -2.15, 4.74], [-2.92, -2.18, 5.50], [-1.80, -1.50, 5.05], [-1.79, -0.78, 3.84], [-0.17, -0.12, 3.19], [0.98, -0.85, 4.41], [1.29, -2.20, 4.29], [2.19, -2.81, 5.14], [2.83, -2.06, 6.13], [2.55, -0.71, 6.24], [1.63, -0.11, 5.39], [-0.08, 1.65, 3.57], [0.86, 2.35, 2.82], [1.06, 3.71, 3.03], [0.31, 4.36, 3.99], [-0.64, 3.67, 4.74], [-0.83, 2.31, 4.54], [-5.02, -1.32, 3.00], [-4.97, -2.68, 5.07], [-2.88, -2.73, 6.43], [-0.91, -1.54, 5.65], [0.81, -2.78, 3.51], [2.41, -3.87, 5.02], [3.54, -2.53, 6.79], [3.05, -0.12, 7.00], [1.42, 0.95, 5.49], [1.46, 1.85, 2.05], [1.78, 4.23, 2.42], [0.44, 5.43, 4.15], [-1.24, 4.19, 5.48], [-1.57, 1.77, 5.11], [0.63, -4.15, 1.06], [-0.86, -3.96, 1.35], [-1.37, -3.37, 0.03], [-0.25, -2.72, -0.57], [0.93, -2.93, 0.21], [0.78, -5.07, 0.49], [1.25, -4.21, 1.96], [-1.01, -3.24, 2.17], [-1.38, -4.88, 1.62], [-2.17, -2.64, 0.17], [-1.71, -4.16, -0.64], [1.15, -2.04, 0.81], [1.77, -3.07, -0.48]]
}

***

Copy entry 3 word for word.
{
  "formula": "C28H26O4PRbS3",
  "method": "the ωB97M-V functional and the def2-TZVPD basis",
  "multiplicity": 1,
  "mol_weight_g_mol": 639.2,
  "orbital_gap_ev": 3.978,
  "e_tot_ev": -80100.6883,
  "max_force_ev_per_a": 1.11,
  "total_charge": -2,
  "de_lowest_kj_mol": 0.0,
  "species": ["Rb", "S", "C", "C", "C", "C", "C", "C", "S", "H", "H", "H", "H", "O", "S", "O", "O", "C", "C", "C", "C", "C", "C", "P", "C", "C", "C", "C", "C", "C", "C", "C", "C", "C", "C", "C", "H", "H", "H", "H", "H", "H", "H", "H", "H", "H", "H", "H", "H", "H", "C", "C", "C", "O", "C", "H", "H", "H", "H", "H", "H", "H", "H"],
  "xyz": [[-0.56, 0.67, -0.14], [2.67, 0.69, -0.43], [2.94, 2.38, 0.00], [4.06, 2.65, 0.80], [4.44, 3.92, 1.19], [3.68, 5.00, 0.76], [2.56, 4.77, -0.02], [2.14, 3.48, -0.41], [0.68, 3.42, -1.40], [4.65, 1.79, 1.11], [5.32, 4.06, 1.80], [3.95, 6.02, 1.03], [1.95, 5.60, -0.35], [-4.65, 0.70, 1.75], [-3.27, 0.27, 1.63], [-2.27, 1.33, 1.74], [-3.01, -0.62, 0.50], [-3.00, -0.72, 3.12], [-4.11, -1.41, 3.57], [-4.08, -2.15, 4.74], [-2.92, -2.18, 5.50], [-1.80, -1.50, 5.05], [-1.79, -0.78, 3.84], [-0.17, -0.12, 3.19], [0.98, -0.85, 4.41], [1.29, -2.20, 4.29], [2.19, -2.81, 5.14], [2.83, -2.06, 6.13], [2.55, -0.71, 6.24], [1.63, -0.11, 5.39], [-0.08, 1.65, 3.57], [0.86, 2.35, 2.82], [1.06, 3.71, 3.03], [0.31, 4.36, 3.99], [-0.64, 3.67, 4.74], [-0.83, 2.31, 4.54], [-5.02, -1.32, 3.00], [-4.97, -2.68, 5.07], [-2.88, -2.73, 6.43], [-0.91, -1.54, 5.65], [0.81, -2.78, 3.51], [2.41, -3.87, 5.02], [3.54, -2.53, 6.79], [3.05, -0.12, 7.00], [1.42, 0.95, 5.49], [1.46, 1.85, 2.05], [1.78, 4.23, 2.42], [0.44, 5.43, 4.15], [-1.24, 4.19, 5.48], [-1.57, 1.77, 5.11], [0.63, -4.15, 1.06], [-0.86, -3.96, 1.35], [-1.37, -3.37, 0.03], [-0.25, -2.72, -0.57], [0.93, -2.93, 0.21], [0.78, -5.07, 0.49], [1.25, -4.21, 1.96], [-1.01, -3.24, 2.17], [-1.38, -4.88, 1.62], [-2.17, -2.64, 0.17], [-1.71, -4.16, -0.64], [1.15, -2.04, 0.81], [1.77, -3.07, -0.48]]
}

***

Copy entry 2 word for word.
{
  "formula": "C28H26N5TeV",
  "method": "the ωB97M-V functional and the def2-TZVPD basis",
  "multiplicity": 4,
  "mol_weight_g_mol": 611.1,
  "orbital_gap_ev": [7.395, 7.363],
  "e_tot_ev": -69883.9153,
  "max_force_ev_per_a": 0.64,
  "total_charge": 1,
  "species": ["V", "C", "C", "C", "C", "C", "N", "C", "C", "C", "C", "C", "C", "C", "N", "C", "C", "C", "N", "C", "C", "N", "C", "C", "C", "N", "H", "H", "H", "H", "H", "H", "H", "H", "H", "H", "H", "H", "H", "H", "H", "H", "H", "H", "C", "Te", "C", "C", "C", "C", "C", "C", "C", "H", "H", "H", "H", "H", "H", "H", "H"],
  "xyz": [[-0.38, -0.05, -0.37], [3.89, 3.60, 3.30], [2.83, 3.15, 2.34], [1.54, 3.67, 2.39], [0.55, 3.23, 1.53], [0.81, 2.27, 0.54], [-0.22, 1.84, -0.32], [-1.03, 2.80, -0.95], [-0.52, 4.07, -1.22], [-1.27, 5.05, -1.85], [-2.58, 4.80, -2.24], [-3.41, 5.84, -2.93], [-3.09, 3.54, -1.99], [-2.34, 2.53, -1.37], [-3.02, 1.26, -1.18], [-4.30, 0.99, -1.51], [-4.63, -0.25, -1.01], [-3.48, -0.68, -0.37], [-2.50, 0.21, -0.47], [2.11, 1.75, 0.50], [3.09, 2.18, 1.39], [2.51, 0.77, -0.47], [3.70, 0.65, -1.09], [3.64, -0.45, -1.91], [2.36, -0.95, -1.73], [1.67, -0.22, -0.86], [3.61, 4.52, 3.80], [4.84, 3.77, 2.80], [4.07, 2.84, 4.08], [1.29, 4.42, 3.14], [-0.45, 3.64, 1.59], [0.50, 4.29, -0.94], [-0.82, 6.02, -2.04], [-3.09, 6.85, -2.65], [-4.47, 5.74, -2.68], [-3.32, 5.76, -4.02], [-4.11, 3.35, -2.29], [-4.89, 1.68, -2.08], [-5.58, -0.75, -1.10], [-3.32, -1.59, 0.19], [4.07, 1.72, 1.35], [4.48, 1.37, -0.91], [4.42, -0.82, -2.55], [1.88, -1.80, -2.20], [-1.32, -3.53, -1.34], [-0.67, -2.74, 0.54], [0.97, -4.05, 0.20], [0.34, -5.20, -0.54], [0.84, -6.49, -0.44], [0.22, -7.53, -1.13], [-0.90, -7.28, -1.91], [-1.41, -5.99, -2.00], [-0.80, -4.95, -1.31], [-0.84, -2.96, -2.14], [-2.40, -3.44, -1.45], [1.41, -4.34, 1.15], [1.72, -3.51, -0.39], [1.71, -6.69, 0.18], [0.61, -8.53, -1.04], [-1.38, -8.09, -2.43], [-2.29, -5.80, -2.60]]
}